(1)
DFT (ωB97M-V/def2-TZVPD) results for C5H10NaS as an isolated structure.

Properties
Gap between HOMO and LUMO, Eh: 0.2232
Energy, eV: -20593.260

Geometry as ORCA input:
```
! RIJCOSX wB97M-V def2-TZVPD def2/J DEFGRID3
* xyz 1 1
S 1.009 0.776 -1.098
C -0.651 0.110 -1.389
C 1.477 -0.354 0.239
C -1.509 0.104 -0.127
C 0.486 -0.331 1.399
C -0.913 -0.778 0.972
H -1.097 0.748 -2.175
H -0.560 -0.915 -1.799
H 2.485 -0.033 0.565
H 1.567 -1.378 -0.172
H -1.610 1.143 0.242
H -2.521 -0.261 -0.385
H 0.858 -0.998 2.200
H 0.440 0.696 1.810
H -0.856 -1.819 0.601
H -1.585 -0.770 1.852
Na 2.979 4.061 -2.737
*
```

(2)
DFT (ωB97M-V/def2-TZVPD) results for a single C5H10O molecule at a distorted geometry.

Properties
Relative energy (zero: lowest compared OMol25 entry of this formula, charge and spin), kJ/mol: 279.2
Gap between HOMO and LUMO, Eh: 0.3852
Energy, eV: -7391.872

Geometry as ORCA input:
```
! RIJCOSX wB97M-V def2-TZVPD def2/J DEFGRID3
* xyz 0 1
C -1.583 0.657 -0.669
C -0.570 -0.448 -0.997
C 0.510 -0.499 0.040
C 1.395 0.731 0.166
C 0.316 -0.975 1.423
O 1.356 -1.580 0.237
H -1.117 1.648 -0.631
H -2.075 0.488 0.298
H -2.365 0.691 -1.432
H -0.093 -0.260 -1.962
H -1.072 -1.419 -1.047
H 1.830 0.944 -0.808
H 0.833 1.582 0.551
H 2.227 0.518 0.857
H 0.049 -1.944 1.808
H 0.360 -0.134 2.167
*
```

(3)
DFT (ωB97M-V/def2-TZVPD) results for a 2-piece molecular cluster, C5H10O overall at a distorted geometry.

Properties
Relative energy (zero: lowest compared OMol25 entry of this formula, charge and spin), kJ/mol: 301.9
Gap between HOMO and LUMO, Eh: 0.3499
Energy, eV: -7391.636

Geometry as ORCA input:
```
! RIJCOSX wB97M-V def2-TZVPD def2/J DEFGRID3
* xyz 0 1
C 1.958 0.106 0.475
C 0.683 0.610 -0.175
C -0.103 -0.444 -0.973
C -1.563 -0.096 -0.634
C -1.387 0.341 0.797
O -0.229 1.066 0.868
H 2.445 0.904 1.044
H 2.661 -0.253 -0.285
H 1.729 -0.720 1.157
H 0.902 1.484 -0.804
H 0.137 -0.409 -2.041
H 0.127 -1.448 -0.596
H -2.252 -0.935 -0.686
H -1.920 0.699 -1.306
H -1.264 -0.937 1.465
H -1.923 0.034 1.695
*
```

(4)
DFT (ωB97M-V/def2-TZVPD) results for a single C5H10O molecule at a distorted geometry.

Properties
Relative energy (zero: lowest compared OMol25 entry of this formula, charge and spin), kJ/mol: 162.2
Gap between HOMO and LUMO, Eh: 0.4149
Energy, eV: -7393.085

Geometry as ORCA input:
```
! RIJCOSX wB97M-V def2-TZVPD def2/J DEFGRID3
* xyz 0 1
C 0.117 2.093 -0.429
C -0.384 0.676 -0.604
O -0.229 0.254 -1.954
C 0.435 -0.381 0.262
C -0.270 -1.064 1.395
C 0.119 -1.901 0.221
H 1.168 2.148 -0.732
H 0.022 2.346 0.628
H -0.441 2.822 -1.031
H -1.446 0.600 -0.319
H 0.214 -0.509 -1.591
H 1.507 -0.185 0.419
H 0.249 -1.210 2.335
H -1.322 -0.812 1.489
H -0.661 -2.246 -0.453
H 0.924 -2.633 0.365
*
```

(5)
DFT (ωB97M-V/def2-TZVPD) results for C5H10O as an isolated structure at a distorted geometry.

Properties
Relative energy (zero: lowest compared OMol25 entry of this formula, charge and spin), kJ/mol: 212.9
Gap between HOMO and LUMO, Eh: 0.3989
Energy, eV: -7392.559

Geometry as ORCA input:
```
! RIJCOSX wB97M-V def2-TZVPD def2/J DEFGRID3
* xyz 0 1
C -0.720 1.792 -0.961
C 0.459 0.881 -0.612
C 0.166 -0.155 0.526
C 1.145 -1.250 0.918
O -0.015 -2.003 1.364
C -0.803 -1.317 0.352
H -1.014 2.358 -0.074
H -1.587 1.209 -1.294
H -0.482 2.506 -1.761
H 1.342 1.494 -0.383
H 0.750 0.340 -1.540
H -0.151 -0.051 1.607
H 1.872 -0.985 1.698
H 1.642 -1.809 0.119
H -1.850 -1.121 0.618
H -0.754 -1.890 -0.579
*
```

(6)
DFT (ωB97M-V/def2-TZVPD) results for a single C5H10O molecule.

Properties
Relative energy (zero: lowest compared OMol25 entry of this formula, charge and spin), kJ/mol: 110.5
Gap between HOMO and LUMO, Eh: 0.4112
Energy, eV: -7393.620

Geometry as ORCA input:
```
! RIJCOSX wB97M-V def2-TZVPD def2/J DEFGRID3
* xyz 0 1
C -1.559 -0.423 0.560
C -0.812 0.408 -0.461
C -0.005 1.578 0.019
C 0.690 0.421 -0.644
C 1.571 -0.580 0.064
O 1.318 -1.897 -0.384
H -1.851 -1.410 0.180
H -0.990 -0.563 1.486
H -2.478 0.111 0.826
H -1.368 0.547 -1.385
H -0.077 2.522 -0.513
H 0.081 1.693 1.099
H 0.995 0.609 -1.672
H 2.624 -0.394 -0.170
H 1.462 -0.525 1.157
H 0.400 -2.097 -0.162
*
```

(7)
DFT (ωB97M-V/def2-TZVPD) results for a 2-piece molecular cluster, C5H10O overall.

Properties
Relative energy (zero: lowest compared OMol25 entry of this formula, charge and spin), kJ/mol: 268.7
Gap between HOMO and LUMO, Eh: 0.3569
Energy, eV: -7391.980

Geometry as ORCA input:
```
! RIJCOSX wB97M-V def2-TZVPD def2/J DEFGRID3
* xyz 0 1
C -2.361 -0.103 -0.506
O -1.290 0.794 -0.745
C -0.220 0.529 0.017
C 0.067 -0.322 1.014
C 1.496 0.179 1.111
C 1.142 1.160 -0.055
H -2.695 -0.035 0.537
H -2.047 -1.135 -0.715
H -3.176 0.183 -1.172
H -0.491 -1.069 1.567
H 2.275 -0.551 0.860
H 1.762 0.678 2.049
H 1.189 2.223 0.203
H 1.685 0.983 -0.990
H 1.620 -1.844 -1.814
H 1.045 -1.669 -1.360
*
```

(8)
DFT (ωB97M-V/def2-TZVPD) results for a single C5H10O molecule at a distorted geometry.

Properties
Relative energy (zero: lowest compared OMol25 entry of this formula, charge and spin), kJ/mol: 161.7
Gap between HOMO and LUMO, Eh: 0.4027
Energy, eV: -7393.090

Geometry as ORCA input:
```
! RIJCOSX wB97M-V def2-TZVPD def2/J DEFGRID3
* xyz 0 1
O -1.985 0.110 0.699
C -1.082 0.203 -0.398
C -0.232 -1.097 -0.599
C 0.986 -0.871 0.359
C 1.265 0.612 0.344
C -0.082 1.336 -0.038
H -2.625 -0.590 0.518
H -1.666 0.436 -1.313
H -0.864 -1.965 -0.346
H 0.030 -1.185 -1.658
H 2.089 -1.126 0.441
H 0.679 -1.220 1.347
H 1.971 0.534 1.229
H 2.010 0.888 -0.405
H -0.539 1.945 0.741
H 0.044 1.988 -0.921
*
```